A structure of composition C32H24ClF3N5O16P2S2W at a distorted geometry. Source: OMol25; level of theory: the ωB97M-V functional and the def2-TZVPD basis.

Each line ends with the Mulliken charge.
Positions of all 86 atoms, in Å:
W1 -0.95538 -0.06451 0.03297  3.23
O1 0.70402 -7.31132 2.36224  -0.59
N1 1.32963 -6.39195 1.89132  0.98
O2 2.48024 -6.44429 1.51420  -0.58
C1 0.65154 -5.07668 1.84222  -0.29
C2 -0.28130 -4.86348 2.78280  -0.79
C3 -0.95743 -3.61211 2.84911  1.20
C4 -1.89268 -3.31467 3.84602  -0.91
C5 -2.50227 -2.08949 3.81882  -1.20
C6 -2.20479 -1.20172 2.79343  -0.17
N2 -1.30157 -1.44114 1.84729  0.81
C7 -0.66927 -2.63727 1.89294  -0.70
C8 0.33078 -2.87037 0.91480  -0.15
N3 0.58157 -1.83134 0.08415  1.37
C9 1.53724 -1.99885 -0.81274  -0.58
C10 2.25151 -3.18448 -0.94761  -1.84
C11 1.99705 -4.24399 -0.12806  -0.83
C12 1.01980 -4.08681 0.86988  0.89
H1 -0.51552 -5.64435 3.49216  0.60
H2 -2.12706 -4.04674 4.60824  0.56
H3 -3.24022 -1.80054 4.55260  0.54
H4 -2.76206 -0.28750 2.73080  0.37
H5 1.77366 -1.18928 -1.46970  0.11
H6 3.00268 -3.23881 -1.72260  0.63
H7 2.53848 -5.16985 -0.23007  0.66
C13 6.35532 1.91288 -1.52398  -1.60
C14 5.26107 1.45760 -0.60361  1.06
C15 5.10956 0.11522 -0.27351  -1.02
C16 4.08724 -0.30566 0.56389  -0.16
C17 3.21000 0.63740 1.06868  0.06
C18 3.34262 1.98932 0.76281  -0.68
C19 4.36585 2.38872 -0.06897  -0.60
S1 1.96486 0.16042 2.19645  1.36
O3 2.04994 0.96681 3.37635  -0.78
O4 1.96860 -1.26593 2.33346  -0.61
N4 0.52445 0.61875 1.45975  -0.52
C20 -0.31108 1.51856 2.10918  1.16
C21 -0.12286 2.63953 2.92315  -1.05
C22 -1.23916 3.38474 3.22209  -0.68
C23 -2.50171 3.06376 2.71700  -1.20
C24 -2.61442 1.97050 1.90582  -0.46
N5 -1.53215 1.20407 1.68239  0.28
H8 6.92957 1.07159 -1.90819  0.37
H9 7.04103 2.58582 -1.00618  0.38
H10 5.93757 2.45860 -2.37149  0.34
H11 5.80275 -0.61427 -0.67453  0.37
H12 3.98145 -1.34785 0.83630  0.68
H13 2.65241 2.71569 1.17465  0.37
H14 4.47099 3.43664 -0.32326  0.42
H15 0.85197 2.90585 3.29059  0.64
H16 -1.12827 4.26071 3.84873  0.46
H17 -3.36637 3.66906 2.94573  0.52
H18 -3.53282 1.65470 1.42925  0.58
O5 -2.94066 -2.64188 -2.86238  -0.52
P1 -2.03889 -2.78636 -1.59810  0.33
O6 -1.14609 -3.93242 -1.56748  -0.70
O7 -1.33315 -1.40668 -1.37297  -0.25
O8 -3.07577 -2.74850 -0.33574  -0.38
P2 -3.95879 -1.41701 -0.15886  0.90
O9 -4.78933 -1.70220 1.15469  -0.60
O10 -4.73392 -1.09789 -1.36020  -0.82
O11 -2.94397 -0.35526 0.33723  -0.08
H19 -3.68380 -2.01586 -2.72627  0.44
H20 -5.67145 -2.04992 0.97822  0.38
Cl1 -3.24776 6.81400 -4.48632  -0.18
C25 -2.78969 5.42595 -3.57452  0.44
C26 -3.33120 4.18977 -3.90509  -0.98
C27 -2.96262 3.07985 -3.17087  -0.27
C28 -2.05962 3.21859 -2.11911  0.35
C29 -1.51734 4.46198 -1.79939  -0.14
C30 -1.88493 5.57347 -2.52873  -1.09
C31 -1.67608 2.04711 -1.35913  0.30
O12 -0.88861 2.08364 -0.35486  -0.41
O13 -2.08392 0.87306 -1.59463  -0.77
H21 -4.02747 4.11011 -4.72758  0.45
H22 -3.36945 2.10463 -3.40606  0.53
H23 -0.79726 4.54336 -0.99536  0.50
H24 -1.47643 6.54907 -2.30686  0.44
F1 1.33669 1.00699 -4.87478  -0.22
C32 0.71586 0.42347 -3.86301  0.71
F2 -0.59278 0.62108 -3.97673  -0.14
F3 0.96551 -0.88235 -3.87791  -0.20
S2 1.35959 1.14031 -2.28888  1.51
O14 2.70893 0.68743 -2.21611  -0.64
O15 1.04888 2.52736 -2.29482  -0.65
O16 0.53845 0.34338 -1.27509  -0.30

total charge = +1
E_tot = -5017.558780 Ha
HOMO-LUMO gap = 7.22 eV
ΔE to the lowest compared entry with this formula, charge and spin = 89.0 kJ/mol
max |F| = 0.0216 hartree/bohr

=====

A structure of composition C32H24F9IrN2O9P2S2 at a distorted geometry. Source: OMol25; level of theory: the ωB97M-V functional and the def2-TZVPD basis.

Each line ends with the Mulliken charge.
Positions of all 81 atoms, in Å:
Ir1 -0.17359 0.68676 -0.24851  1.36
C1 -2.24724 -3.54423 3.44145  -1.26
C2 -1.44403 -2.41706 2.83360  -0.26
O1 -2.26641 -1.61903 1.94942  -0.34
P1 -2.51710 -1.99331 0.42938  0.72
S1 -1.69528 -3.58325 -0.25962  -0.42
S2 -2.20689 -0.21135 -0.62875  -0.43
O2 -4.12049 -2.09215 0.34184  -0.41
C3 -4.95724 -1.04569 0.86409  -0.37
C4 -5.83215 -0.50230 -0.24306  -0.75
H1 -1.62676 -4.08250 4.16066  0.42
H2 -2.56547 -4.24497 2.66941  0.27
H3 -3.12846 -3.16250 3.96048  0.30
H4 -0.57325 -2.77100 2.28704  0.36
H5 -1.10224 -1.71429 3.59197  0.27
H6 -4.34588 -0.25604 1.30372  0.37
H7 -5.55728 -1.49106 1.65998  0.35
H8 -5.21598 -0.02339 -1.00400  -0.04
H9 -6.53285 0.23457 0.15469  0.36
H10 -6.39748 -1.30997 -0.70937  0.33
O3 1.68864 -2.03182 2.30623  -0.73
C5 1.46675 -0.99549 1.69920  0.40
O4 0.32737 -0.72005 1.15966  -0.34
C6 2.56019 0.05974 1.67968  -0.13
C7 3.58330 -0.10625 2.59528  -0.29
C8 4.60528 0.82278 2.70223  -0.67
C9 4.65161 1.93713 1.88540  -0.39
C10 3.66082 2.07831 0.94597  -0.01
C11 2.57324 1.17811 0.81329  -0.03
O5 1.66769 1.45602 -0.07529  0.11
N1 3.74427 3.24971 0.06622  1.02
O6 3.50896 3.10384 -1.11494  -0.56
O7 4.00520 4.31957 0.59201  -0.60
N2 5.65829 0.63475 3.69582  1.01
O8 6.59963 1.41029 3.67346  -0.64
O9 5.63801 -0.38480 4.35829  -0.62
H11 3.56029 -0.98078 3.22905  0.63
H12 5.43903 2.66949 1.97612  0.60
F1 0.68908 8.41694 0.69806  -0.27
C12 1.64774 7.69740 0.07064  0.78
F2 2.09616 8.45899 -0.94277  -0.29
F3 2.65575 7.56098 0.94536  -0.24
C13 1.11736 6.37272 -0.39760  0.45
C14 0.94957 5.35134 0.52456  -1.03
C15 0.42806 4.13573 0.11206  -0.29
C16 0.07644 3.93147 -1.21962  0.07
C17 0.25056 4.96686 -2.13290  -0.10
C18 0.76796 6.18597 -1.72642  -1.06
P2 -0.61043 2.30162 -1.70618  0.48
C19 -2.36615 2.68962 -2.03516  0.33
C20 -3.01587 3.66674 -1.28550  -0.81
C21 -4.37212 3.89521 -1.45075  -1.02
C22 -5.08704 3.14563 -2.37396  0.39
C23 -4.45379 2.16510 -3.12268  -1.11
C24 -3.09929 1.93590 -2.94821  -0.29
C25 -6.56235 3.37230 -2.52797  0.84
F4 -7.27849 2.65735 -1.63566  -0.25
F5 -7.00798 3.02175 -3.74784  -0.29
F6 -6.89836 4.66302 -2.34034  -0.28
C26 0.09734 2.07319 -3.37718  0.86
C27 1.26736 1.32378 -3.46277  -0.50
C28 1.90384 1.15561 -4.68327  -1.21
C29 1.36292 1.72669 -5.82398  0.26
C30 0.19331 2.47190 -5.75408  -1.30
C31 -0.43353 2.64542 -4.53231  -0.04
C32 2.06105 1.58277 -7.14537  0.89
F7 1.19033 1.50161 -8.17066  -0.27
F8 2.83896 0.48991 -7.19950  -0.27
F9 2.85788 2.64094 -7.40553  -0.26
H13 1.24263 5.49712 1.55584  0.42
H14 0.30315 3.33003 0.82409  0.40
H15 0.00295 4.82591 -3.17537  0.40
H16 0.91185 6.98338 -2.44210  0.47
H17 -2.46354 4.25431 -0.56317  0.45
H18 -4.87045 4.65784 -0.86745  0.43
H19 -5.01650 1.57506 -3.83331  0.41
H20 -2.61554 1.15502 -3.52097  0.60
H21 1.68403 0.88178 -2.56707  0.24
H22 2.81320 0.57394 -4.74369  0.45
H23 -0.22785 2.90704 -6.65061  0.42
H24 -1.35168 3.21816 -4.48591  0.53

multiplicity = 2
total charge = -1
expectation value of S² = 0.757
E_tot = -4502.889511 Ha
HOMO-LUMO gap (alpha / beta) = 7.48 / 7.29 eV
ΔE to the lowest compared entry with this formula, charge and spin = 0.0 kJ/mol
max |F| = 0.0303 hartree/bohr

=====

A cluster of 2 separate species, C32H24O4S2 in total at a distorted geometry. Source: OMol25; level of theory: the ωB97M-V functional and the def2-TZVPD basis.

Each line ends with the Mulliken charge.
Positions of all 62 atoms, in Å:
C1 4.55223 1.70351 1.28971  -0.36
C2 4.69588 0.34525 0.98597  -0.68
C3 3.62264 -0.53564 1.17456  -0.09
C4 2.42763 -0.06117 1.73148  -0.23
S1 1.09043 -1.22471 2.06266  1.07
C5 0.43808 -1.34870 0.51684  -0.93
S2 -1.18339 -1.87163 0.13298  1.20
C6 -2.36066 -1.15880 1.30301  0.24
C7 -2.61626 -1.90641 2.45096  -0.22
C8 -3.47620 -1.41335 3.43488  -0.55
C9 -4.09657 -0.17177 3.26330  -0.41
C10 -3.87578 0.56155 2.09193  -0.47
C11 -3.03918 0.05121 1.08643  -0.42
O1 -1.46804 -1.25528 -1.15285  -0.76
O2 -1.28587 -3.30259 0.31574  -0.65
O3 1.71102 -2.45249 2.51654  -0.34
O4 0.19658 -0.51303 2.95607  -0.68
C12 2.25549 1.31050 1.96656  -0.11
C13 3.33222 2.18659 1.77208  -0.64
H1 5.38749 2.38917 1.13565  0.36
H2 5.64073 -0.03863 0.59694  0.36
H3 3.71084 -1.58858 0.89351  0.32
H4 0.71262 -0.48268 -0.07117  0.46
H5 -2.16158 -2.89200 2.56326  0.36
H6 -3.65641 -2.01662 4.32678  0.35
H7 -4.76537 0.21112 4.03789  0.35
H8 -4.36549 1.53209 1.96142  0.37
H9 -2.91975 0.58340 0.13789  0.40
H10 1.28579 1.69245 2.29776  0.42
H11 3.21004 3.24779 1.99813  0.37
C14 2.54224 -5.52918 1.84529  0.11
C15 1.69146 -6.15925 2.82337  0.50
C16 1.48324 -5.55195 4.08405  -0.20
C17 0.96233 -6.28909 5.14961  -1.11
C18 0.51764 -7.60772 4.95393  -0.30
C19 0.60222 -8.18497 3.67938  -0.85
C20 1.17136 -7.47266 2.62266  -0.49
C21 2.52998 -5.87395 0.44507  -0.15
C22 3.81363 -5.55027 -0.11414  0.22
C23 4.17851 -6.03487 -1.36187  -0.41
C24 3.21806 -6.72151 -2.12413  -0.65
C25 1.92289 -6.95561 -1.61824  -0.94
C26 1.58754 -6.56103 -0.31860  -0.16
C27 4.60180 -4.89996 0.92423  0.01
C28 3.79666 -4.84464 2.12649  1.15
C29 4.39368 -4.39808 3.30548  0.06
C30 5.71448 -3.92711 3.27251  -0.92
C31 6.50024 -4.03773 2.11105  -0.76
C32 5.94666 -4.56455 0.93520  -0.32
H12 1.77728 -4.50607 4.20878  0.82
H13 0.90924 -5.83705 6.14347  0.40
H14 0.07701 -8.17343 5.77749  0.40
H15 0.22902 -9.19891 3.50923  0.40
H16 1.30346 -7.96895 1.65889  0.58
H17 5.19062 -5.83994 -1.72426  0.42
H18 3.47610 -7.05372 -3.13014  0.41
H19 1.18245 -7.47946 -2.22636  0.42
H20 0.62579 -6.82051 0.12695  0.74
H21 3.84698 -4.45902 4.25017  0.32
H22 6.15365 -3.49582 4.17391  0.42
H23 7.53762 -3.70136 2.11053  0.42
H24 6.53106 -4.69403 0.02140  0.42

total charge = 0
E_tot = -2330.981772 Ha
HOMO-LUMO gap = 2.98 eV
max |F| = 0.0377 hartree/bohr

=====

- Which formula does entry 1 have?
  C32H24ClF3N5O16P2S2W